1.
This record from the Open Molecules 2025 dataset describes a cluster of 5 separate species, C5H21NO6 in total. The level of theory is ωB97M-V/def2-TZVPD.

Each line ends with the Löwdin charge.
Geometry (Å):
1 C -0.04 1.29 2.66  -0.259
2 N -0.27 1.48 1.22  -0.053
3 C 0.29 0.41 0.39  -0.306
4 C 1.70 0.79 -0.11  -0.180
5 O 2.44 -0.35 -0.53  -0.088
6 C -0.67 0.13 -0.78  -0.153
7 O -0.38 -1.09 -1.46  -0.123
8 C -0.99 0.25 3.23  -0.087
9 H -0.22 2.24 3.15  0.115
10 H 0.98 0.94 2.86  0.110
11 H 0.05 2.39 0.95  0.119
12 H 0.38 -0.52 0.95  0.127
13 H 2.27 1.22 0.72  0.121
14 H 1.64 1.56 -0.89  0.130
15 H 2.42 -0.43 -1.50  0.045
16 H -1.70 0.11 -0.42  0.111
17 H -0.56 0.91 -1.54  0.138
18 H -0.11 -1.81 -0.86  0.068
19 H -0.79 -0.75 2.83  0.065
20 H -2.03 0.47 2.95  0.064
21 H -0.90 0.17 4.32  0.075
22 H 0.92 -0.86 -2.61  0.009
23 H 1.46 -0.33 -3.92  0.053
24 O 1.77 -0.65 -3.07  -0.058
25 H 1.38 -3.09 0.91  0.074
26 H 1.79 -1.95 -0.12  0.029
27 O 1.16 -2.70 0.04  -0.072
28 H -1.01 -1.33 -3.32  0.029
29 H -0.74 -2.29 -4.50  0.029
30 O -0.87 -1.37 -4.30  -0.063
31 H -2.33 1.76 0.85  -0.011
32 H -3.80 1.50 1.31  0.032
33 O -3.27 1.87 0.58  -0.089

## Properties
Multiplicity ... 1
Gap between HOMO and LUMO ... 10.069 eV
SMILES ... CCNC(CO)CO.O.O.O.O
E ... -19301.058 eV
E_LUMO ... 0.55 eV
HOMO ... -0.350 Eh
Relative energy (zero: lowest compared OMol25 entry of this formula, charge and spin) ... 6.8 kcal per mole


2.
This record from the Open Molecules 2025 dataset describes a cluster of 7 separate species, C5H21O8S in total. The level of theory is ωB97M-V/def2-TZVPD.

Each line ends with the Löwdin charge.
Geometry (Å):
1 O -1.02 -1.48 -0.08  -0.059
2 C -0.69 -2.19 -1.02  -0.746
3 O -1.52 -2.43 -1.95  -0.034
4 C 0.67 -2.53 -1.23  -0.118
5 C 1.24 -1.48 -2.40  -0.194
6 C 1.52 0.00 -2.00  -0.437
7 S 2.64 -0.04 -0.47  0.757
8 C 1.77 1.38 0.43  -0.369
9 H 1.34 -2.55 -0.33  0.084
10 H 0.71 -3.52 -1.49  0.072
11 H 2.20 -1.91 -2.76  0.097
12 H 0.37 -1.47 -3.08  0.097
13 H 0.53 0.45 -1.80  0.044
14 H 1.94 0.59 -2.85  0.081
15 H 0.69 1.06 0.61  0.022
16 H 1.64 2.19 -0.27  0.020
17 H 2.31 1.62 1.34  0.026
18 H -0.37 1.09 3.19  0.026
19 H 0.16 2.32 2.57  -0.065
20 O -0.04 2.01 3.38  -0.056
21 H -1.91 -0.18 1.59  0.107
22 H -0.48 -0.61 1.51  0.020
23 O -1.04 -0.13 2.16  -0.132
24 H -1.38 3.03 -1.63  -0.034
25 H -1.04 1.60 -2.04  0.028
26 O -0.90 2.57 -2.25  -0.078
27 H 1.63 -2.01 2.06  0.002
28 H 0.31 -2.64 2.33  0.026
29 O 1.11 -2.37 2.77  -0.050
30 H -2.46 0.73 -0.16  0.026
31 H -1.35 -0.10 -0.57  0.018
32 O -1.57 0.88 -0.39  -0.118
33 H -1.82 1.55 1.94  -0.009
34 H -2.50 2.55 1.03  0.046
35 O -2.68 2.05 1.86  -0.100

## Properties
Multiplicity ... 1
Gap between HOMO and LUMO ... 8.552 eV
Charge ... -1
E ... -32742.048 eV
E_LUMO ... 2.88 eV
HOMO ... -0.209 Eh
Relative energy (zero: lowest compared OMol25 entry of this formula, charge and spin) ... 32.9 kcal per mole


3.
This record from the Open Molecules 2025 dataset describes a cluster of 7 separate species, C5H22N3O6 in total. The level of theory is ωB97M-V/def2-TZVPD.

Each line ends with the Löwdin charge.
Geometry (Å):
1 C 1.19 3.67 0.87  -0.212
2 C 0.04 3.48 -0.16  -0.129
3 C -0.13 2.02 -0.32  -0.173
4 C 0.62 1.31 -1.25  -0.007
5 N 0.09 0.06 -1.36  0.107
6 C -1.06 -0.08 -0.57  0.019
7 N -1.12 1.09 0.16  0.163
8 N 2.54 3.11 0.40  0.053
9 H 0.98 3.16 1.81  0.099
10 H 1.27 4.72 1.25  0.118
11 H -0.75 4.13 0.19  0.108
12 H 0.42 4.04 -1.11  0.156
13 H 1.46 1.46 -1.74  0.092
14 H 0.34 -0.73 -1.94  0.122
15 H -1.47 -1.05 -0.70  0.116
16 H 2.96 3.43 -0.37  0.011
17 H -2.04 1.35 0.65  0.129
18 H 2.74 2.26 0.79  0.016
19 H -1.47 -4.10 -1.18  0.043
20 H -0.42 -4.79 -0.27  0.022
21 O -1.33 -4.68 -0.43  -0.004
22 H -4.49 1.05 0.85  0.088
23 H -3.81 1.40 2.21  0.063
24 O -3.64 1.22 1.29  -0.030
25 H 1.12 -3.26 -2.79  0.040
26 H 0.38 -2.88 -4.11  0.020
27 O 0.80 -2.53 -3.36  -0.039
28 H 2.49 -3.72 0.04  0.170
29 H 1.11 -2.84 0.47  0.010
30 O 1.67 -3.05 -0.28  -0.134
31 H -2.12 -3.23 0.34  -0.056
32 H -2.73 -2.85 1.70  0.017
33 O -2.36 -2.55 0.91  -0.010
34 H 1.99 -0.20 3.42  0.010
35 H 2.78 -0.32 2.11  0.050
36 O 1.91 -0.09 2.50  -0.049

## Properties
Multiplicity ... 1
Gap between HOMO and LUMO ... 9.158 eV
Charge ... +1
E ... -22289.898 eV
E_LUMO ... -2.47 eV
HOMO ... -0.427 Eh
Relative energy (zero: lowest compared OMol25 entry of this formula, charge and spin) ... 64.2 kcal per mole


4.
This record from the Open Molecules 2025 dataset describes a structure of composition C5H22NO7. The level of theory is ωB97M-V/def2-TZVPD.

Each line ends with the Löwdin charge.
Geometry (Å):
1 C -0.03 -0.64 2.48  -0.264
2 C -1.10 0.42 2.49  -0.211
3 C -2.36 -0.14 1.94  -0.221
4 C -3.21 0.58 1.26  0.011
5 N -0.41 -1.81 1.73  -0.100
6 C -0.36 -1.81 0.31  -0.308
7 O 0.91 -2.23 -0.19  -0.080
8 H 0.44 -0.86 3.52  0.138
9 H 0.92 -0.13 2.25  0.088
10 H -0.85 1.34 1.86  0.134
11 H -1.24 0.78 3.57  0.130
12 H -2.50 -1.18 2.21  0.096
13 H -4.18 0.35 0.94  0.036
14 H -2.97 1.57 1.12  0.036
15 H -0.15 -2.76 2.16  0.161
16 H -1.16 -2.64 -0.13  0.171
17 H -0.56 -0.82 -0.10  0.096
18 H 1.33 -1.06 -3.62  -0.140
19 H 1.21 -2.47 -3.21  0.079
20 O 1.05 -1.80 -3.96  -0.047
21 H 1.48 -1.43 -0.17  0.074
22 H 1.79 1.82 -0.27  -0.006
23 O 2.25 0.98 -0.35  -0.259
24 H 0.43 1.06 -2.48  0.014
25 H -0.30 0.21 -1.53  -0.007
26 O -0.54 0.86 -2.20  -0.140
27 H -2.57 1.72 -2.83  0.092
28 H -1.48 2.61 -1.88  0.016
29 O -2.29 2.66 -2.46  -0.191
30 H 1.90 1.26 -3.25  -0.009
31 H 2.22 0.95 -1.57  0.013
32 O 1.87 0.49 -2.70  -0.267
33 H 3.65 0.78 1.00  -0.052
34 H 2.99 0.65 2.18  -0.079
35 O 3.81 0.68 1.89  -0.002

## Properties
Multiplicity ... 1
Gap between HOMO and LUMO ... 9.253 eV
Charge ... -1
E ... -21362.757 eV
E_LUMO ... 3.12 eV
HOMO ... -0.225 Eh
Relative energy (zero: lowest compared OMol25 entry of this formula, charge and spin) ... 108.0 kcal per mole